Entry 1:
{"formula": "C2H5N4O", "method": "ωB97M-V/def2-TZVPD", "species": ["O", "N", "N", "N", "N", "C", "C", "H", "H", "H", "H", "H"], "xyz": [[-2.805, -0.790, 0.003], [-0.141, 1.380, 0.015], [-1.433, 1.403, -0.036], [1.821, 0.014, -0.132], [-1.729, -0.315, -0.062], [0.520, 0.224, 0.148], [-0.407, -0.935, 0.028], [-0.278, -1.707, 0.686], [2.464, 0.737, 0.168], [2.129, -0.857, 0.284], [0.143, 2.337, -0.207], [-0.285, -1.492, -0.895]], "atomic_forces_ev_per_a": [[-0.67, -0.42, 0.18], [1.45, -0.43, 0.08], [-3.47, -4.85, 0.11], [0.14, 0.29, 1.61], [1.26, 4.65, 0.17], [0.07, 0.18, -1.95], [-0.68, 2.03, -1.60], [-0.20, -1.61, 2.68], [0.12, 0.33, -0.38], [0.23, -0.23, -0.40], [1.31, -0.35, 0.30], [0.44, 0.41, -0.79]], "nbo_charge": [-0.173, -0.343, -0.016, -0.701, 0.239, 0.471, -0.374, 0.284, 0.423, 0.418, 0.471, 0.301], "de_lowest_kj_mol": 596.1, "smiles": "[NH2+]=C1C[N+]([O-])=NN1", "gap_ev": [6.94, 8.88], "lumo_ha": [-0.231, -0.187], "energy_ha": -373.00772, "total_charge": 1}

Entry 2:
{"formula": "C26H52ClFN3O6", "method": "ωB97M-V/def2-TZVPD", "species": ["Cl", "F", "O", "O", "O", "O", "O", "O", "N", "N", "N", "C", "C", "C", "C", "C", "C", "C", "C", "C", "C", "C", "C", "C", "C", "C", "C", "C", "C", "C", "C", "C", "C", "C", "C", "C", "C", "H", "H", "H", "H", "H", "H", "H", "H", "H", "H", "H", "H", "H", "H", "H", "H", "H", "H", "H", "H", "H", "H", "H", "H", "H", "H", "H", "H", "H", "H", "H", "H", "H", "H", "H", "H", "H", "H", "H", "H", "H", "H", "H", "H", "H", "H", "H", "H", "H", "H", "H", "H"], "xyz": [[-0.933, 0.698, -2.855], [-3.184, 2.159, -3.648], [6.680, 1.125, 7.444], [2.346, 1.688, -0.258], [3.416, 3.352, 2.852], [0.847, 1.822, 2.404], [7.497, 2.715, 4.997], [9.727, 0.983, 7.410], [-5.384, 1.451, -4.761], [-11.693, -2.979, -4.033], [-3.299, 0.852, -3.955], [7.521, 0.182, 6.808], [-2.399, -1.276, -3.972], [-2.638, -4.395, -3.008], [-4.598, -0.857, -4.910], [-5.873, -1.247, -5.601], [7.015, 2.497, 7.367], [6.663, 3.153, 6.052], [0.813, 2.724, 1.320], [2.487, 0.478, -0.958], [-10.267, -3.301, -4.175], [-3.565, -1.745, -4.612], [-2.266, 0.032, -3.636], [-7.961, -2.263, -4.452], [3.396, 4.614, 3.485], [2.923, 2.289, 3.648], [-1.212, -3.931, -5.115], [6.828, 2.517, 3.773], [-7.174, -0.988, -4.801], [-9.469, -2.063, -4.552], [-2.617, -4.199, -4.527], [2.100, 1.318, 2.835], [8.819, -0.095, 7.529], [10.505, 1.213, 8.563], [1.008, 2.084, -0.035], [-3.683, -3.203, -4.991], [-4.446, 0.485, -4.579], [1.507, 3.557, 1.452], [-7.733, -2.541, -3.421], [7.710, 0.444, 5.764], [-9.905, -3.678, -3.219], [-1.803, -5.021, -2.697], [3.765, 1.732, 4.076], [-3.551, -4.907, -2.702], [5.611, 2.946, 5.822], [-1.585, -1.933, -3.727], [0.334, 1.220, -0.117], [9.263, -0.996, 7.084], [6.775, 4.239, 6.178], [8.606, -0.307, 8.583], [6.616, 3.468, 3.271], [2.222, 0.587, -2.019], [-5.026, 2.390, -4.876], [-0.866, -4.792, -5.680], [-6.945, -0.458, -3.875], [-9.728, -1.758, -5.569], [11.011, 2.168, 8.426], [7.479, 1.922, 3.134], [2.319, 2.672, 4.477], [-9.769, -1.257, -3.880], [8.061, 2.677, 7.623], [-1.191, -3.062, -5.771], [9.881, 1.270, 9.461], [-7.825, -0.323, -5.371], [5.890, 1.974, 3.915], [-5.834, -2.305, -5.832], [11.260, 0.432, 8.707], [-3.755, -3.236, -6.082], [0.720, 2.823, -0.798], [-6.064, 1.230, -5.476], [-7.651, -3.088, -5.096], [-0.474, -3.765, -4.329], [-12.131, -3.596, -3.362], [3.533, 0.184, -0.895], [1.872, -0.315, -0.517], [6.949, -0.749, 6.827], [6.393, 2.974, 8.128], [-5.906, -0.741, -6.571], [-0.204, 3.126, 1.331], [1.849, 0.486, 3.496], [2.451, 4.781, 4.012], [4.222, 4.723, 4.196], [-2.597, -3.463, -2.447], [-12.179, -3.134, -4.906], [-2.945, -5.152, -4.944], [2.685, 0.921, 2.002], [3.503, 5.370, 2.709], [-10.099, -4.077, -4.929], [-4.652, -3.551, -4.620]], "atomic_forces_ev_per_a": [[0.17, 0.12, 0.11], [0.01, 0.09, 0.02], [-0.15, -0.05, 0.06], [0.02, -0.07, 0.25], [-0.24, -0.01, -0.08], [-0.15, -0.08, 0.06], [-0.01, -0.28, 0.10], [-0.19, 0.17, 0.03], [0.38, 0.02, -0.65], [0.13, -0.15, -0.03], [-0.15, -0.01, -0.09], [0.01, -0.09, -0.12], [-0.17, -0.14, -0.08], [-0.04, -0.15, -0.08], [0.04, -0.41, -0.02], [-0.12, -0.18, -0.05], [0.06, 0.11, 0.10], [-0.03, 0.19, -0.10], [-0.02, 0.16, 0.00], [0.00, 0.05, -0.07], [-0.25, 0.10, -0.06], [0.20, -0.07, 0.11], [-0.20, 0.03, -0.09], [-0.09, 0.11, 0.11], [0.13, -0.02, 0.01], [0.14, 0.05, 0.07], [-0.06, 0.02, 0.28], [0.12, 0.13, -0.03], [-0.05, 0.01, 0.09], [0.08, 0.10, 0.08], [0.08, 0.01, 0.02], [0.10, -0.13, 0.00], [0.15, -0.11, 0.02], [0.07, -0.05, -0.04], [-0.04, 0.01, -0.24], [-0.19, 0.05, 0.03], [0.16, 0.53, 0.40], [0.09, -0.10, -0.01], [0.13, -0.20, -0.04], [0.06, 0.10, 0.05], [0.03, -0.06, 0.05], [0.03, 0.02, 0.04], [-0.04, -0.01, 0.10], [-0.05, 0.03, 0.00], [0.00, -0.05, -0.01], [0.06, -0.09, 0.01], [0.03, -0.03, 0.05], [0.00, -0.04, 0.07], [-0.07, 0.02, -0.02], [-0.01, 0.04, 0.02], [-0.08, -0.02, -0.01], [-0.02, -0.01, 0.00], [-0.07, 0.07, 0.26], [0.04, 0.00, -0.09], [-0.03, 0.04, -0.02], [-0.06, 0.08, -0.03], [0.02, -0.02, -0.02], [0.03, 0.05, 0.00], [-0.04, 0.04, -0.03], [-0.06, 0.07, -0.05], [0.02, -0.07, -0.12], [0.01, -0.01, -0.13], [-0.01, 0.00, 0.00], [-0.02, 0.01, -0.07], [-0.02, -0.01, -0.01], [0.08, -0.02, -0.13], [-0.02, -0.02, 0.02], [-0.01, -0.03, -0.06], [-0.07, -0.05, -0.03], [-0.14, -0.09, 0.20], [0.00, -0.07, -0.04], [0.02, 0.04, 0.02], [0.00, 0.01, 0.04], [0.01, 0.02, -0.03], [0.00, 0.00, 0.00], [0.01, -0.01, -0.06], [0.06, 0.04, 0.03], [-0.02, 0.04, -0.02], [0.02, 0.06, -0.01], [0.03, -0.03, -0.02], [-0.01, 0.00, 0.00], [-0.02, -0.02, 0.04], [0.12, 0.10, 0.04], [-0.03, 0.12, -0.04], [-0.06, 0.00, -0.06], [0.00, 0.13, -0.03], [0.04, -0.01, 0.00], [0.12, -0.15, 0.07], [-0.03, -0.01, -0.03]], "mulliken_charge": [-0.008, -0.263, -0.424, -0.345, -0.221, -0.425, -0.373, -0.308, -0.443, -0.594, 0.425, -0.309, -1.007, -1.553, 0.442, -1.722, -0.437, -0.211, -0.411, -0.639, -0.661, 1.682, -0.723, -0.748, -0.771, -0.250, -1.628, -0.395, -0.348, -0.715, 0.273, -0.584, -0.571, -0.765, -0.312, -1.291, 0.427, 0.151, 0.316, 0.158, 0.437, 0.433, 0.198, 0.387, 0.079, 0.559, 0.236, 0.373, 0.374, 0.346, 0.267, 0.218, 0.282, 0.364, 0.443, 0.324, 0.234, 0.343, 0.407, 0.265, 0.182, 0.342, 0.344, 0.524, 0.012, 0.557, 0.329, 0.506, 0.362, 0.271, 0.369, 0.422, 0.232, 0.276, 0.331, 0.368, 0.388, 0.484, 0.378, 0.381, 0.409, 0.174, 0.348, 0.230, 0.588, 0.194, 0.254, 0.282, 0.477], "gap_ev": 6.27, "lumo_ha": -0.139, "energy_ha": -2197.20974, "total_charge": 1}